A structure of composition C37H37AsFN4O11STcTe. Source: OMol25; level of theory: ωB97M-V/def2-TZVPD.

The energy relative to the best compared isomer or geometry (same formula, charge and spin) is 473.80 kJ/mol. Its net charge is -1. As for the spin multiplicity: 4. As for the frontier orbital gap (spin up / spin down): 3.61 / 5.57 eV. For the LUMO energy (spin up / spin down), the calculation gives 0.0544 / 0.0114 hartree. The energy is -151333.400 eV.

Last column: Löwdin charge in e.
Cartesian coordinates (Å):
Tc 0.59889 -1.37021 -0.50389  1.620
C 2.19972 3.88115 5.19251  -0.066
C 1.51521 2.51911 5.29363  -0.187
N 1.05424 2.01257 4.00115  -0.029
C 1.93617 1.34401 3.21216  0.052
C 1.59641 0.71000 2.06594  -0.012
C 2.71269 0.17033 1.19116  -0.570
O 3.85557 0.44940 1.51982  0.048
O 2.36434 -0.45029 0.11895  -0.221
C 0.22735 0.65514 1.70456  -0.268
O -0.22662 -0.08459 0.83487  -0.111
C -0.66922 1.55985 2.40516  -0.036
C -1.96381 1.74077 1.93799  0.107
C -2.76097 2.66735 2.54358  -0.195
F -4.02916 2.82089 2.13003  0.078
C -2.30102 3.48470 3.57841  -0.161
C -1.03848 3.26271 4.08015  0.064
C -0.21546 2.27786 3.51981  -0.117
N -3.05562 4.57480 4.10080  -0.099
C -3.74053 4.34477 5.36593  -0.164
C -3.96740 5.69226 6.03077  -0.210
N -4.77658 6.54619 5.09862  -0.039
C -4.08931 6.72317 3.77245  -0.194
C -3.87509 5.34401 3.17161  -0.171
H 2.54138 4.20411 6.17731  0.077
H 1.52426 4.63807 4.78924  0.069
H 3.06228 3.81299 4.52684  0.080
H 0.66543 2.55903 5.97146  0.115
H 2.21461 1.79268 5.69764  0.125
H 2.97212 1.33467 3.53077  0.152
H -2.30852 1.16632 1.08233  0.142
H -0.69609 3.89600 4.88814  0.116
H -3.10941 3.72636 6.00403  0.127
H -4.70482 3.83176 5.23945  0.123
H -3.01395 6.18910 6.18336  0.108
H -4.50759 5.61485 6.97364  0.085
H -5.00139 7.47804 5.53919  0.005
H -5.67650 6.05450 4.91953  0.055
H -3.13604 7.21128 3.95266  0.110
H -4.72198 7.35303 3.14796  0.091
H -3.35538 5.43178 2.21860  0.139
H -4.85116 4.88739 2.97507  0.113
O -0.02115 -4.71519 2.56154  -0.260
As 1.42671 -3.87972 1.91602  0.925
O 2.35964 -3.43737 3.18080  -0.471
O 0.65677 -2.54473 1.16364  -0.564
C 2.29897 -5.46856 1.08059  -0.239
C 2.80846 -6.38464 1.98377  -0.077
C 3.47224 -7.51604 1.50834  -0.085
C 3.62647 -7.72104 0.14500  -0.096
C 3.09030 -6.81529 -0.76788  -0.083
C 2.42368 -5.70482 -0.29480  -0.337
S 1.51248 -4.43727 -1.24957  0.804
O 2.55135 -3.37499 -0.54131  -1.061
O 0.25002 -4.67134 -0.50893  -0.483
O 0.49833 -2.45045 -1.79860  -0.580
H -0.63781 -4.70759 1.80649  0.026
H 2.68802 -6.20341 3.04353  0.106
H 3.87551 -8.23845 2.20844  0.098
H 4.16529 -8.59282 -0.20984  0.097
H 3.19054 -6.98023 -1.83626  0.105
C 3.28930 -0.41420 -8.25219  -0.060
C 2.55529 -1.21375 -7.20167  -0.239
C 2.72091 -2.59292 -7.14422  -0.066
C 2.05342 -3.34990 -6.19219  -0.084
C 1.19713 -2.73502 -5.29848  -0.047
C 1.00458 -1.35742 -5.35049  -0.197
N 0.11953 -0.71260 -4.44552  0.096
C -1.13509 -1.19114 -4.09211  -0.199
C -1.82376 -2.11340 -4.89342  -0.029
C -3.11358 -2.50751 -4.57691  -0.098
C -3.77214 -1.97160 -3.47928  -0.105
C -3.11428 -1.02599 -2.70934  -0.036
C -1.81444 -0.63497 -2.98900  -0.099
C -1.18315 0.40458 -2.09787  -0.592
O -1.86186 1.35982 -1.73553  0.044
O 0.07721 0.26592 -1.77525  -0.208
C 1.69262 -0.58089 -6.29714  -0.160
C 1.50122 0.91564 -6.32732  -0.034
H 3.95402 -1.06019 -8.82648  0.069
H 3.88887 0.38177 -7.80287  0.081
H 2.59169 0.05666 -8.94994  0.078
H 3.39174 -3.07497 -7.84942  0.101
H 2.22109 -4.41875 -6.12568  0.100
H 0.68323 -3.30186 -4.53211  0.111
H 0.55820 -0.15942 -3.72151  0.122
H -1.33549 -2.52511 -5.76488  0.102
H -3.61351 -3.23444 -5.20712  0.096
H -4.78171 -2.27968 -3.23766  0.091
H -3.61111 -0.56442 -1.86404  0.114
H 0.52536 1.17402 -5.92047  0.076
H 1.57903 1.31081 -7.34036  0.066
H 2.25646 1.41526 -5.71080  0.091
Te 3.81482 -2.47835 -1.86313  1.036

=====

A structure of composition C37H37BF6N2O6PS2. Source: OMol25; level of theory: ωB97M-V/def2-TZVPD.

Its net charge is -1. As for the frontier orbital gap: 7.63 eV. For the LUMO energy, the calculation gives 0.0809 hartree. The energy is -102177.251 eV.

Last column: Löwdin charge in e.
Cartesian coordinates (Å):
C 4.14927 -2.22325 2.61251  -0.302
P 4.53076 -0.82731 1.45636  0.810
O 5.47830 -1.51583 0.22552  -0.340
S 2.74790 -0.14937 0.46924  0.364
O 3.19893 1.03768 -0.32982  -0.449
O 1.82391 0.31526 1.54324  -0.424
N 2.08879 -1.23360 -0.62772  -0.365
S 1.02496 -2.27053 0.13328  0.591
O 0.72174 -3.36227 -0.85541  -0.399
O 1.52814 -2.89068 1.39564  -0.410
B -0.64312 -1.48635 0.52339  -0.572
N -0.92023 -1.17004 1.95683  0.114
O -1.61686 -1.23148 -0.44242  0.108
H 3.14382 -2.15257 3.06287  0.033
H 4.88231 -2.30977 3.43273  0.029
H 4.15413 -3.19210 2.07274  0.044
H 5.83189 -0.74004 -0.21188  0.013
H -1.22950 -0.19874 1.93435  0.073
H -1.72929 -1.69732 2.27992  0.067
H -1.17481 -0.82304 -1.20884  0.070
F -1.39032 -0.81206 -2.91884  0.056
C -1.16171 -0.88429 -4.24422  -0.253
C -2.07700 -0.33294 -5.12083  -0.045
C -1.83430 -0.40503 -6.48641  -0.097
C -0.68696 -1.03464 -6.95484  -0.097
C 0.22165 -1.58726 -6.05831  -0.075
C -0.01248 -1.50810 -4.69237  0.013
H -2.96845 0.14659 -4.73534  0.118
H -2.53874 0.03003 -7.18320  0.100
H -0.50069 -1.09344 -8.02016  0.097
H 1.11310 -2.08024 -6.42319  0.105
H 0.68641 -1.92478 -3.97669  0.129
F -3.41605 2.50638 -6.34712  0.032
C -2.62438 3.36699 -5.66839  -0.269
C -1.46067 2.89873 -5.08725  -0.002
C -0.64541 3.78461 -4.39531  -0.061
C -1.00907 5.12207 -4.28449  -0.094
C -2.18501 5.57563 -4.86999  -0.090
C -2.99757 4.69467 -5.57186  -0.023
H -1.19810 1.85715 -5.17740  0.090
H 0.27160 3.43174 -3.94168  0.113
H -0.37457 5.81026 -3.74041  0.101
H -2.47010 6.61590 -4.77982  0.101
H -3.91328 5.03099 -6.04178  0.114
F -1.99864 -3.22737 6.99740  0.030
C -1.28777 -3.86892 6.04052  -0.287
C -1.04975 -5.22474 6.17262  -0.039
C -0.32396 -5.88301 5.18720  -0.096
C 0.16075 -5.17725 4.09129  -0.080
C -0.08287 -3.81354 3.97449  -0.061
C -0.81654 -3.15482 4.95331  -0.011
H -1.42939 -5.75497 7.03746  0.108
H -0.13658 -6.94601 5.27462  0.097
H 0.72932 -5.69008 3.32572  0.106
H 0.29912 -3.26398 3.12093  0.068
H -1.02254 -2.09411 4.87523  0.109
F -5.82568 1.92754 -3.71611  0.066
C -6.69107 1.34803 -4.56350  -0.283
C -6.32947 1.17929 -5.88767  -0.012
C -7.22335 0.57547 -6.76217  -0.081
C -8.46863 0.15781 -6.30592  -0.104
C -8.81876 0.33871 -4.97329  -0.090
C -7.92377 0.93281 -4.09318  -0.018
H -5.35924 1.51782 -6.22484  0.093
H -6.94909 0.43096 -7.79913  0.103
H -9.16574 -0.30938 -6.99041  0.097
H -9.78943 0.01683 -4.61883  0.101
H -8.17523 1.07423 -3.04998  0.116
F 8.16399 -0.62807 1.36593  0.054
C 8.33571 0.69539 1.22928  -0.298
C 7.81407 1.54740 2.18579  -0.019
C 7.99552 2.91613 2.04379  -0.080
C 8.68570 3.41682 0.94542  -0.104
C 9.19944 2.54850 -0.00960  -0.092
C 9.02883 1.17774 0.13362  -0.022
H 7.27138 1.13907 3.02810  0.113
H 7.59726 3.59267 2.78842  0.104
H 8.82157 4.48542 0.83456  0.096
H 9.73250 2.93857 -0.86712  0.100
H 9.42829 0.48480 -0.59591  0.115
F 0.26289 3.23220 7.68368  0.055
C -0.25230 2.01372 7.93089  -0.290
C 0.26529 1.25891 8.96756  -0.024
C -0.27051 0.00354 9.22470  -0.084
C -1.30774 -0.48472 8.43875  -0.098
C -1.81353 0.28382 7.39777  -0.080
C -1.28740 1.54370 7.14332  -0.015
H 1.07861 1.65311 9.56344  0.113
H 0.12152 -0.59430 10.03731  0.102
H -1.72020 -1.46422 8.63729  0.088
H -2.61788 -0.09891 6.78302  0.106
H -1.67354 2.15972 6.34154  0.117

=====

A structure of composition C37H37CaCl5F3LiN2NaO14S2. Source: OMol25; level of theory: ωB97M-V/def2-TZVPD.

Its net charge is +1. As for the frontier orbital gap: 1.49 eV. For the LUMO energy, the calculation gives -0.2146 hartree. The energy is -186091.412 eV.

Last column: Löwdin charge in e.
Cartesian coordinates (Å):
C 1.48962 3.68193 3.85708  -0.144
C 1.37936 3.59515 2.32658  -0.467
S 1.53664 1.87331 1.72917  0.968
C -0.17225 1.28006 1.57389  -0.416
O -0.49638 0.55143 2.82216  0.006
C -1.76396 0.51794 3.11958  -0.638
O -2.20372 -0.43370 3.70275  0.096
O -2.61462 1.57724 2.82332  -0.028
C -2.97446 2.31940 3.99172  -0.659
Cl -1.75600 2.28624 5.27051  0.826
C -3.15542 3.84410 3.53370  -0.231
C -2.06921 4.33933 2.57659  -0.058
H 2.16254 2.95209 4.30184  0.071
H 1.77085 4.69343 4.13596  0.065
H 0.48544 3.54142 4.27790  0.007
H 0.44826 4.03943 1.99593  0.046
H 2.24771 4.10631 1.90732  0.057
H -0.15664 0.62544 0.61846  0.041
H -0.78932 2.16373 1.41572  0.070
H -3.92541 1.84474 4.37459  0.091
H -4.12634 3.95135 2.96884  0.080
H -3.14613 4.48841 4.41532  0.119
H -1.14422 4.52484 3.11842  0.078
H -2.40892 5.29479 2.17542  0.108
H -1.89164 3.69488 1.72433  0.045
C 0.38738 0.95146 -1.01400  -0.082
N 0.06154 -0.05506 -2.06741  -0.196
C 1.09600 -0.80887 -2.62201  -0.154
C 0.83882 -1.76118 -3.57570  -0.125
C -0.50514 -2.01321 -4.01809  -0.325
C -1.54604 -1.19588 -3.42991  -0.129
C -1.24841 -0.25227 -2.48927  -0.152
C -0.81886 -3.04407 -4.97834  -0.176
C -1.73235 -4.07609 -4.66424  0.019
C -2.06347 -5.01853 -5.59363  -0.016
N -1.53013 -4.98847 -6.83450  -0.111
C -0.63151 -4.03383 -7.17013  -0.019
C -0.26390 -3.07195 -6.27978  0.012
C -1.93205 -5.98352 -7.84655  0.022
H 1.12937 1.62951 -1.43294  0.120
H 0.80782 0.40622 -0.19500  0.033
H -0.49558 1.50486 -0.73506  0.070
H 2.09853 -0.61559 -2.26779  0.140
H 1.67255 -2.32969 -3.96807  0.129
H -2.57996 -1.30993 -3.72953  0.134
H -2.02021 0.36346 -2.04894  0.144
H -2.18133 -4.13479 -3.68333  0.128
H -2.76326 -5.81139 -5.37421  0.139
H -0.23717 -4.06603 -8.17590  0.146
H 0.44155 -2.31712 -6.59919  0.122
H -1.04120 -6.49871 -8.19788  0.105
H -2.42145 -5.45733 -8.66336  0.109
H -2.61997 -6.69597 -7.40421  0.096
C 5.23335 6.83710 1.80816  -0.676
F 6.38807 7.32176 2.29889  0.104
F 4.94228 7.56753 0.72651  0.091
F 5.50879 5.59155 1.37146  0.065
S 3.86901 6.87415 3.04424  0.427
O 3.74145 8.27062 3.37295  -0.320
O 4.35349 6.03745 4.12254  -0.341
O 2.74495 6.32114 2.31150  -0.355
C -1.42378 4.02573 -1.34379  -0.818
O -0.98436 3.11163 -2.10318  -0.100
O -2.51576 4.71211 -1.88228  0.027
O -1.02090 4.37421 -0.24314  -0.025
H -2.55696 4.21121 -2.71072  0.085
Ca 0.00072 0.47887 -4.52273  1.582
C -0.04773 7.30368 -1.92365  -1.510
Cl 1.20882 6.22593 -1.30900  0.488
Cl 0.40310 8.99531 -1.69774  0.536
Cl -0.38066 6.97575 -3.63355  0.511
H -0.95528 7.11398 -1.36021  0.008
Cl 3.71006 5.21710 -1.31266  -0.183
C -0.99833 -3.92289 5.57851  -0.073
C -0.97349 -2.84511 4.68370  -0.097
C -0.17558 -2.90417 3.54701  -0.016
C 0.61176 -4.02984 3.30531  -0.081
C 0.60678 -5.09312 4.21199  -0.079
C -0.20768 -5.04276 5.34207  -0.001
C 1.48480 -6.28602 3.99202  -0.275
O 1.46922 -7.20309 4.77978  0.135
C 2.36850 -6.30584 2.79904  -0.083
C 3.23088 -7.37693 2.61004  0.013
C 4.05140 -7.41522 1.49575  -0.033
C 4.00789 -6.38743 0.55894  -0.037
C 3.15408 -5.31347 0.74296  0.005
C 2.33846 -5.26125 1.86544  -0.086
C 1.45415 -4.08691 2.06761  -0.275
O 1.40712 -3.18491 1.25969  0.120
H -1.62906 -3.88323 6.45774  0.121
H -1.57474 -1.97005 4.86742  0.090
H -0.16440 -2.07204 2.85350  0.118
H -0.22025 -5.87328 6.03605  0.133
H 3.26547 -8.17901 3.33447  0.128
H 4.72673 -8.24804 1.35346  0.117
H 4.64603 -6.42422 -0.31373  0.115
H 3.12635 -4.51359 0.01603  0.122
C -4.32730 1.77684 -6.29349  -0.960
O -5.31167 1.85530 -5.55393  0.121
O -3.12277 1.94412 -5.90467  0.058
O -4.37898 1.50481 -7.52870  0.138
Na -5.45306 2.96543 3.73861  0.796
Li -2.25834 -4.46025 3.38563  0.856

=====

Number 1: maximum force 2.8 eV/A. Number 2: maximum force 4.1 eV/A. Number 3: maximum force 4.3 eV/A.